No. 1
Density functional theory data (ωB97M-V/def2-TZVPD) for a molecular structure, C17H24Cl2MoO2 in a non-equilibrium geometry.

The geometry in XYZ format:
```
46
Properties=species:S:1:pos:R:3:forces:R:3
Mo 0.0355 -0.2213 -0.2818 0.795 1.313 3.202
Cl 2.1936 -0.9851 0.4046 0.298 -0.583 -0.645
Cl 4.9557 1.2497 0.5630 0.312 0.287 -0.101
O -1.7135 0.3769 0.5522 -0.954 0.606 -0.877
O -0.4856 -1.7855 0.7117 -0.836 -1.714 0.488
C -2.2340 -1.7580 -2.1416 -0.083 -0.073 -0.046
C 0.7799 -2.7896 -2.2213 0.058 -0.153 -0.060
C 0.0988 0.5723 3.1468 0.034 0.124 -0.621
C 0.3358 -1.3731 -2.2314 -0.230 0.631 -0.685
C 0.5807 0.9189 1.7368 0.596 0.575 -0.557
C -0.9911 0.5179 -2.3420 0.333 -0.829 0.083
C 0.3549 0.9239 -2.4879 -0.112 -0.267 0.540
C 0.8053 1.1569 4.2201 -0.515 -0.503 0.519
C -1.0162 -0.9098 -2.1897 0.323 0.359 -0.751
C -1.3612 -0.4963 4.7903 0.580 0.465 -0.126
C 2.6447 -0.2259 -2.6208 0.195 0.102 -0.082
C -1.0003 -0.2517 3.4608 0.415 0.405 1.128
C 0.4450 0.9079 5.5476 -0.183 -0.125 -0.547
C -2.1653 1.4118 -2.4752 -0.120 0.074 0.021
C 1.1786 -0.2222 -2.4086 -0.575 -0.442 -0.024
C -0.6371 0.0780 5.8327 -0.056 -0.010 -0.061
C 0.8184 2.3088 -2.7320 0.170 0.200 -0.139
H -1.4125 -1.7253 0.9914 0.364 0.219 -0.173
H 0.9272 2.4749 -3.8058 0.059 0.171 -0.157
H 0.0674 -3.4245 -1.7045 -0.116 -0.049 0.141
H 1.7789 2.4982 -2.2642 0.175 0.013 0.069
H 1.7346 -2.9000 -1.7176 0.134 0.058 0.140
H -1.6146 -0.7000 2.7220 -0.066 -0.095 -0.810
H -3.0673 0.9548 -2.0868 -0.136 -0.099 0.136
H -2.0176 2.3489 -1.9468 0.001 0.152 0.100
H -2.2105 -1.1302 5.0114 -0.062 -0.072 -0.015
H 0.1144 3.0403 -2.3490 -0.131 0.140 0.052
H -2.5727 -1.9828 -3.1544 -0.143 -0.081 -0.145
H 1.6506 1.8077 4.0292 -0.008 -0.082 -0.216
H 1.0052 1.3600 6.3557 0.072 0.045 0.059
H 3.0970 -1.1572 -2.3033 0.060 -0.072 0.144
H -3.0443 -1.2614 -1.6165 -0.116 0.095 0.150
H -1.6645 1.2598 0.9426 0.116 -0.395 -0.101
H 0.3386 1.9905 1.5728 -0.358 -0.107 0.041
H -2.0400 -2.7006 -1.6392 0.056 -0.103 0.139
H 2.8532 -0.0875 -3.6838 0.041 0.013 -0.210
H -0.9199 -0.1140 6.8598 -0.009 -0.023 0.115
H 1.6847 0.9836 1.8012 -0.490 -0.154 -0.038
H -2.3238 1.6410 -3.5310 -0.100 0.087 -0.124
H 0.8843 -3.1567 -3.2438 0.030 -0.115 -0.166
H 3.1301 0.5779 -2.0752 0.177 0.015 0.210
```
Positions in Å, forces in eV/Å.

Calculated values
2S+1: 3
Energy above the lowest of the compared OMol25 structures with the same formula, charge and spin (kcal per mole): 0.00
HOMO (spin up / spin down) (eV): -0.9 / -1.0
<S²>: 2.020
F_max (eV Å⁻¹): 3.551
Total charge: -2
LUMO energy (spin up / spin down) (eV): 4.974 / 4.968
HOMO-LUMO gap (spin up / spin down) (eV): 5.9 / 6.0

These are the natural (NBO) partial charges, in e, on atoms 1 to 6: Mo 1.14; Cl -0.39; Cl -0.99; O -1.03; O -0.95; C -0.62



No. 2
Density functional theory data (ωB97M-V/def2-TZVPD) for a molecular structure, C17H24ClN3O2 in a non-equilibrium geometry.

The geometry in XYZ format:
```
47
Properties=species:S:1:pos:R:3:forces:R:3
Cl -4.6315 1.5524 -1.1007 -0.889 -0.093 -0.044
O 1.0245 -3.9555 -0.4982 -0.395 4.449 -1.344
O 5.2321 1.2647 1.1502 -1.679 -0.259 -5.111
N 0.3636 -1.9184 0.3129 -3.212 -6.642 4.398
N 1.8610 1.4453 0.4432 10.840 -4.818 -8.196
N 3.1463 1.4050 0.9639 -2.923 -2.347 -8.069
C 1.6249 -1.6679 -1.5568 0.833 -7.624 0.465
C -1.7162 -2.0314 1.6026 -2.077 -6.872 2.462
C -3.0670 1.5993 -0.3931 -7.328 1.792 8.067
C -0.4983 1.7083 0.6586 8.354 -2.773 -12.476
C -3.9936 -2.0103 0.6225 3.174 -1.678 -5.783
C -2.1027 1.3339 -1.1359 8.475 -3.501 -9.897
C 4.3032 1.2307 0.1987 1.754 1.449 13.384
C 4.4045 1.0048 -1.1083 0.339 -9.921 -3.137
C -0.7476 1.3254 -0.8882 0.182 1.365 6.900
C -1.5686 2.0689 1.1296 -5.904 2.229 14.530
C -2.9181 1.8636 1.0569 8.440 -0.317 -13.030
C 0.9767 1.8581 1.0126 -12.408 3.963 9.199
C -0.4181 -2.6228 1.7260 1.869 12.448 -4.828
C 3.2527 -0.0533 -1.8761 -2.737 10.737 7.468
C 0.9348 -2.6729 -0.6036 1.524 -2.193 1.747
C -2.4120 -2.2715 0.3533 -5.566 -6.963 0.484
C 2.8100 -1.0584 -1.1008 4.950 -6.415 7.210
H 0.9774 2.1463 2.0815 0.655 0.560 0.176
H 0.9546 -1.0854 -1.9365 -4.097 3.941 -2.041
H -3.6880 1.8171 1.5264 -8.413 0.251 6.722
H -4.5094 -2.3475 -0.3306 0.331 0.803 1.069
H -1.3229 2.1764 2.3992 -0.519 0.541 -2.645
H 3.8002 -1.8202 -1.1963 -2.713 0.899 0.946
H 1.8539 -2.3954 -2.3012 0.537 -0.151 -1.505
H 4.4581 1.7472 -1.6884 0.195 6.179 -4.302
H 0.4707 -1.0123 0.5008 0.804 4.373 -0.006
H -2.2382 0.9473 -2.2134 -0.653 0.959 1.548
H 2.3094 0.6920 -1.7863 1.766 -0.854 -0.899
H -4.3330 -2.5868 1.3508 -1.454 -2.148 3.551
H -4.0066 -1.0157 0.7418 -1.086 3.714 0.754
H -0.4411 -3.5075 1.6696 0.184 -12.447 -1.353
H 3.1602 1.7941 1.7769 1.265 2.762 6.401
H -2.2633 -1.7692 -0.5518 1.328 0.618 -1.062
H 5.3553 0.4191 -1.2599 -0.584 0.769 0.299
H 2.7277 -0.8882 0.3141 0.455 -0.040 -4.599
H 0.1785 1.1193 -1.3731 -0.191 -0.396 -1.247
H -1.7538 -1.0907 1.6093 0.294 7.987 1.540
H 0.0968 -2.2829 2.5199 2.060 1.147 2.660
H 3.5423 0.0844 -2.7547 2.434 -0.698 -7.801
H -2.5178 -3.5728 0.2149 1.024 3.679 -0.341
H -2.2989 -2.5340 2.5571 0.762 1.538 -2.263
```
Positions in Å, forces in eV/Å.

Calculated values
Energy above the lowest of the compared OMol25 structures with the same formula, charge and spin (kcal per mole): 455.29
HOMO (eV): -9.1
F_max (eV Å⁻¹): 15.947
LUMO energy (eV): -0.621
HOMO-LUMO gap (eV): 8.5

These are the natural (NBO) partial charges, in e, on atoms 1 to 6: Cl 0.02; O -0.65; O -0.62; N -0.63; N -0.25; N -0.41



No. 3
Density functional theory data (ωB97M-V/def2-TZVPD) for a molecular structure, C17H24ClN3O4Pd.

The geometry in XYZ format:
```
50
Properties=species:S:1:pos:R:3:forces:R:3
Pd 0.2858 0.1383 -0.2252 0.033 0.388 -0.101
Cl -0.1477 0.1990 -4.8770 -0.051 -0.042 0.155
O -0.0933 -1.0939 -5.5289 0.004 -0.033 -0.017
O 0.4762 1.1893 -5.7273 0.031 0.049 -0.046
O -1.5442 0.5627 -4.6736 -0.026 0.008 -0.005
O 0.5155 0.1410 -3.5984 -0.076 0.017 -0.369
N -1.6981 -1.4987 -0.7314 -0.105 -0.196 -0.067
N -1.7706 1.4222 -0.5617 0.105 -0.121 -0.086
N 0.5646 -0.5335 2.3164 -0.172 -0.189 0.289
C -2.8973 0.6260 -1.0210 -0.047 0.030 -0.002
C 5.0724 -0.3131 0.6556 0.024 0.027 0.001
C -0.0672 0.2281 4.5085 -0.020 -0.024 0.022
C -0.3400 -0.3331 3.2711 0.081 -0.025 0.062
C 2.7746 -0.2193 1.4132 -0.018 0.067 0.009
C 1.8343 -0.1438 2.5457 0.007 -0.010 -0.135
C 4.6117 -0.0612 -0.6422 0.037 -0.048 -0.001
C 2.2519 0.0142 0.1034 0.166 -0.184 0.242
C -1.6861 -1.9653 -2.1057 0.040 0.048 -0.019
C 3.2585 0.0458 -0.9033 -0.088 0.030 -0.024
C -1.3485 2.3920 -1.5644 -0.061 0.066 0.024
C 4.1401 -0.4093 1.6717 0.005 0.008 -0.001
C 1.2515 0.5852 4.7750 -0.010 0.005 -0.014
C -2.0340 2.0709 0.7052 0.004 -0.037 0.026
C -2.9036 -0.7700 -0.4114 0.039 0.078 0.006
C -1.4659 -2.5953 0.1808 0.024 0.022 0.036
C 2.1988 0.4044 3.7832 0.026 -0.052 0.001
H -2.8359 0.5486 -2.1073 0.014 -0.008 0.000
H -3.8084 -1.3079 -0.7644 -0.016 0.004 0.052
H -2.1274 3.1674 -1.7212 0.001 -0.003 -0.009
H 6.1315 -0.4370 0.8602 -0.006 -0.036 -0.009
H 1.5318 1.0066 5.7348 -0.011 0.044 -0.017
H -1.3819 -2.2190 1.2004 0.009 0.006 -0.006
H 5.3282 0.0383 -1.4549 -0.007 -0.044 -0.009
H 4.4772 -0.6641 2.6749 -0.004 0.066 0.018
H -2.8438 2.8253 0.6123 -0.007 -0.007 0.005
H -2.9757 -0.6927 0.6775 0.023 0.007 0.002
H -1.1218 2.5533 1.0537 -0.003 -0.003 0.002
H -1.1491 1.8866 -2.5062 0.024 -0.011 0.009
H -0.5167 -3.0693 -0.0667 0.002 0.003 0.003
H -3.8573 1.1224 -0.7800 -0.002 0.008 -0.066
H -1.3545 -0.6542 3.0341 0.003 -0.019 0.012
H -1.7982 -1.1407 -2.8053 0.011 0.007 -0.001
H 3.2255 0.7118 3.9370 -0.009 0.022 0.014
H -2.4982 -2.7002 -2.2842 0.012 -0.013 -0.003
H 2.9382 0.1798 -1.9316 0.008 0.040 0.005
H -0.7252 -2.4301 -2.3195 0.004 0.013 -0.007
H -0.8566 0.3531 5.2412 0.012 0.025 0.005
H -0.4245 2.8607 -1.2306 -0.014 0.017 0.005
H -2.2724 -3.3577 0.1302 0.000 0.002 0.006
H -2.3242 1.3363 1.4572 0.007 -0.003 0.002
```
Positions in Å, forces in eV/Å.

Calculated values
HOMO (eV): 1.2
F_max (eV Å⁻¹): 0.402
Total charge: -2
LUMO energy (eV): 4.994
HOMO-LUMO gap (eV): 3.8

These are the natural (NBO) partial charges, in e, on atoms 1 to 6: Pd -0.07; Cl 2.53; O -0.89; O -0.89; O -0.91; O -0.84



Q: Among the records above, which one has the highest F_max?
A: C17H24ClN3O2



Q: Which value of F_max does entry 1 give?
A: 3.551 eV Å⁻¹



Q: Which value of F_max does entry 1 give?
A: 3.551 eV Å⁻¹



Q: Among the records above, which one has the lowest F_max?
A: C17H24ClN3O4Pd